(1)
51
Properties=species:S:1:pos:R:3 method="wB97M-V/def2-TZVPD" largest_force_ha_per_bohr=0.036 energy_ha=-2174.2945 de_lowest_kj_mol=42.95 orbital_gap_ev="9.43 / 10.29" e_lumo_ev="-10.066 / -9.759" spin_multiplicity=2 charge=+3
Ti 0.120 -0.629 0.083
C 1.449 -1.396 2.566
C 2.426 -0.735 1.594
O 1.976 -1.160 0.299
C 2.749 -0.732 -0.827
C 2.009 -1.294 -2.044
O 0.589 -1.089 -1.836
C -0.242 -2.133 -2.363
C -0.418 -3.196 -1.274
O -0.644 -2.450 -0.062
C -0.704 -3.252 1.133
C -0.796 -2.251 2.290
O 0.121 -1.175 2.039
H 1.522 -0.956 3.569
H 1.653 -2.472 2.622
H 3.449 -1.080 1.793
H 2.390 0.365 1.663
H 3.765 -1.145 -0.780
H 2.791 0.369 -0.849
H 2.215 -2.367 -2.147
H 2.310 -0.773 -2.961
H 0.187 -2.562 -3.277
H -1.209 -1.675 -2.612
H 0.491 -3.809 -1.164
H -1.267 -3.858 -1.493
H 0.201 -3.875 1.198
H -1.581 -3.913 1.109
H -0.583 -2.740 3.247
H -1.800 -1.810 2.341
C 0.669 3.820 1.213
C -0.395 4.192 0.189
C -0.053 3.711 -1.210
S -0.138 1.926 -1.593
O 0.292 1.112 -0.314
C -1.948 1.571 -1.648
C -2.735 1.526 -0.344
C -2.365 0.369 0.590
H 0.446 4.302 2.159
H 1.644 4.169 0.882
H 0.714 2.742 1.381
H -0.459 5.281 0.132
H -1.371 3.833 0.507
H 0.976 3.989 -1.447
H -0.700 4.149 -1.973
H -2.015 0.610 -2.172
H -2.367 2.336 -2.300
H -3.788 1.411 -0.620
H -2.661 2.470 0.196
H -2.405 -0.583 0.030
H -3.120 0.315 1.378
H -1.393 0.542 1.102

---

(2)
56
Properties=species:S:1:pos:R:3 method="wB97M-V/def2-TZVPD" largest_force_ha_per_bohr=0.101 energy_ha=-2422.9357 de_lowest_kj_mol=389.06 orbital_gap_ev=8.81 e_lumo_ev=0.122
C 1.798 -7.060 1.866
C 1.804 -8.440 2.507
C 0.695 -8.613 3.471
O 0.471 -10.073 3.385
C 0.639 -10.397 2.143
O 0.079 -11.435 1.746
O 1.396 -9.512 1.573
H 2.669 -7.005 1.214
H 1.902 -6.200 2.529
H 0.819 -6.818 1.453
H 2.782 -8.665 2.933
H -0.161 -7.938 3.464
H 0.962 -8.454 4.516
C 4.153 6.845 -1.547
C 2.711 7.015 -2.070
C 1.431 7.162 -1.254
O 0.658 8.135 -1.899
C 1.269 8.448 -3.081
O 0.733 9.136 -3.988
O 2.548 8.060 -3.043
H 4.223 5.884 -1.038
H 4.486 7.649 -0.890
H 4.978 6.637 -2.228
H 2.694 6.151 -2.735
H 1.778 7.393 -0.247
H 0.734 6.330 -1.158
C -3.402 -4.470 6.260
S -2.606 -3.251 5.129
O -1.983 -3.957 3.961
C -4.083 -2.458 4.412
H -4.311 -4.029 6.670
H -2.707 -4.754 7.049
H -3.691 -5.351 5.686
H -5.012 -2.490 4.981
H -4.353 -2.919 3.462
H -3.890 -1.424 4.126
C -1.876 4.329 -5.150
S -3.506 4.257 -6.000
O -4.546 3.645 -5.091
C -4.016 6.034 -6.003
H -2.116 3.860 -4.196
H -1.679 5.393 -5.019
H -1.112 3.941 -5.823
H -4.987 6.466 -6.243
H -3.357 6.626 -6.638
H -3.947 6.404 -4.980
C 3.245 -0.526 -0.025
S 2.187 0.883 -0.579
O 2.478 1.117 -2.040
C 0.367 0.282 -0.302
H 3.908 -0.562 -0.890
H 2.798 -1.519 0.023
H 4.039 -0.191 0.643
H -0.146 0.797 -1.114
H -0.153 0.391 0.649
H 0.205 -0.759 -0.582

---

(3)
57
Properties=species:S:1:pos:R:3 method="wB97M-V/def2-TZVPD" largest_force_ha_per_bohr=0.033 energy_ha=-1943.4108 de_lowest_kj_mol=22.56 orbital_gap_ev=6.70 e_lumo_ev=2.320 charge=-1
C 4.757 0.955 -0.251
C 4.784 2.410 0.214
I 6.868 2.849 0.866
C 4.406 3.401 -0.861
P 2.522 3.694 -1.088
O 2.343 4.071 0.608
C 1.714 3.048 1.313
C 1.164 2.055 0.301
C 0.904 0.672 0.898
O 1.289 -0.357 0.013
O 0.277 -0.424 -0.972
O 2.114 2.018 -0.684
H 4.182 0.368 0.454
H 5.739 0.527 -0.351
H 4.208 0.917 -1.178
H 4.216 2.565 1.111
H 4.858 3.066 -1.787
H 4.858 4.348 -0.612
H 2.778 5.077 -1.405
H 2.652 3.302 -2.495
H 1.105 3.914 -1.347
H 0.985 3.393 2.043
H 2.490 2.484 1.855
H 0.191 2.415 -0.048
H -0.145 0.559 1.134
H 1.509 0.482 1.777
H 0.721 -0.145 -1.789
C -0.775 -3.899 0.839
C 0.119 -3.076 1.741
O -0.624 -2.491 2.830
C -0.934 -3.309 3.827
O -0.626 -4.470 3.932
O -1.632 -2.611 4.733
C -2.076 -3.379 5.850
H -1.614 -3.297 0.487
H -0.212 -4.252 -0.025
H -1.181 -4.764 1.363
H 0.532 -2.241 1.180
H 0.949 -3.665 2.129
H -1.247 -3.899 6.323
H -2.835 -4.095 5.539
H -2.512 -2.675 6.554
C -4.316 -1.106 -0.787
C -3.205 -0.229 -1.327
O -2.893 -0.551 -2.693
C -3.743 -0.094 -3.604
O -4.721 0.581 -3.402
O -3.311 -0.489 -4.808
C -4.155 -0.101 -5.891
H -4.062 -2.160 -0.911
H -4.471 -0.905 0.273
H -5.254 -0.925 -1.312
H -2.286 -0.403 -0.773
H -3.449 0.829 -1.242
H -4.336 0.971 -5.882
H -5.101 -0.639 -5.845
H -3.630 -0.371 -6.803